# C5H4O2

A single C5H4O2 molecule (ωB97M-V/def2-TZVPD, OMol25).

Element x y z (Å)
O1 1.746 -1.529 0.655
C1 1.032 -0.714 0.129
O2 -0.631 -2.051 -1.092
C2 -0.374 -1.056 -0.479
C3 -1.149 0.107 0.072
C4 -0.104 1.227 0.030
C5 1.149 0.751 0.019
H1 -1.232 -0.750 0.894
H2 -2.171 0.444 -0.072
H3 -0.356 2.288 -0.077
H4 2.089 1.283 -0.079

Output
- Gap between HOMO and LUMO: 9.00 eV
- Relative energy (zero: lowest compared OMol25 entry of this formula, charge and spin): 46.62 kcal per mole
- HOMO: -9.37 eV
- Calculated total energy: -9342.1606 eV
- SMILES: O=C1C=CCC1=O